No. 1
The ion C5H2N with charge +1 at a distorted geometry, computed with ωB97M-V/def2-TZVPD.

Geometry (Å):
C: 0.6073 -1.9523 0.1344
C: 1.4241 -2.5248 -0.4904
C: -0.5464 2.2832 -1.1688
C: -0.3934 1.2989 -0.4890
C: 0.0737 -0.9070 1.0718
N: -0.2068 0.2229 0.8926
H: -0.9580 2.9103 -1.9557
H: -0.0005 -1.3311 2.0053

Summary:
HOMO-LUMO gap (spin up / spin down) = 8.56 / 6.95 eV
energy above the lowest of the compared OMol25 structures with the same formula, charge and spin = 143.7 kcal/mol
charge = +1

Results of the Löwdin charge analysis, in e, for atoms 1 through 5: -0.072 0.336 0.197 0.137 -0.133

No. 2
The molecule C5H2O, computed with ωB97M-V/def2-TZVPD.

Geometry (Å):
O: -2.0847 -0.5145 -0.9848
C: -2.0965 0.1766 0.0067
C: -0.8251 0.4647 0.6553
C: 0.3838 0.4048 0.7050
C: 1.6678 0.0729 0.3365
C: 2.6094 -0.3781 -0.2659
H: -3.0290 0.5891 0.4129
H: 3.3744 -0.8157 -0.8656

Summary:
HOMO-LUMO gap = 9.49 eV
SMILES string = C#CC#CC=O
energy above the lowest of the compared OMol25 structures with the same formula, charge and spin = 12.9 kcal/mol
charge = 0

Results of the Löwdin charge analysis, in e, for atoms 1 through 5: 0.072 -0.271 0.056 -0.035 -0.128

No. 3
The molecule C5H2O, computed with ωB97M-V/def2-TZVPD.

Geometry (Å):
O: -2.0431 -1.1432 -0.0354
C: -2.0204 0.0371 0.2288
C: -0.8306 0.8091 -0.0942
C: 0.3650 0.9273 -0.2508
C: 1.6476 0.4283 -0.3191
C: 2.5216 -0.3962 -0.2140
H: -2.8445 0.5382 0.7532
H: 3.2044 -1.2006 -0.0685

Summary:
HOMO-LUMO gap = 9.48 eV
SMILES string = C#CC#CC=O
energy above the lowest of the compared OMol25 structures with the same formula, charge and spin = 16.9 kcal/mol
charge = 0

Results of the Löwdin charge analysis, in e, for atoms 1 through 5: 0.070 -0.270 0.054 -0.033 -0.127

No. 4
A structure of composition C5H2S5 at a distorted geometry, computed with ωB97M-V/def2-TZVPD.

Geometry (Å):
C: 1.4104 -0.6984 -0.2548
C: 2.4228 0.2402 -0.2895
C: 0.0661 -0.5011 -0.0385
C: -1.1474 -0.3215 0.0260
C: -2.5224 -0.0200 0.2966
S: 2.3417 -2.2066 -0.2131
S: 3.8485 -0.7758 -0.2975
S: 2.2203 2.0111 -0.1473
S: -3.7250 -1.3076 -0.1331
S: 0.3212 2.3919 -0.1431
H: -2.4952 0.3149 1.3447
H: -2.7412 0.8729 -0.1503

Summary:
HOMO-LUMO gap (spin up / spin down) = 7.69 / 6.17 eV
multiplicity = 3
charge = 0

Results of the Löwdin charge analysis, in e, for atoms 1 through 5: -0.742 -1.017 -0.137 -0.151 -0.645

No. 5
A cluster of 11 separate species, C5H30NO11 in total at a distorted geometry, computed with ωB97M-V/def2-TZVPD.

Geometry (Å):
C: -0.1892 -0.8323 -3.4183
O: 1.1877 -0.4213 -3.6978
C: -1.1469 0.3130 -3.0301
C: -2.2853 -0.2515 -2.2486
C: -2.1415 -0.0446 -0.7639
C: -3.1997 0.1858 0.0810
N: -3.1071 0.3102 1.4736
H: -0.4285 -1.3641 -4.2915
H: 0.0164 -1.6859 -2.7093
H: -0.5532 1.0324 -2.4301
H: -1.2876 0.9836 -3.8834
H: -2.3217 -1.3384 -2.4399
H: -3.2986 -0.1015 -2.4321
H: -1.0924 0.1021 -0.4562
H: -4.1519 0.4013 -0.2608
H: -3.6040 0.8638 1.9652
H: -2.1273 0.6045 1.6640
H: 2.3978 3.6091 0.7306
H: 2.5551 2.1235 0.1334
O: 1.9862 2.9553 0.1652
H: 1.2945 0.4419 2.4030
H: 0.2510 0.4606 3.5922
O: 0.2978 0.5116 2.6820
H: -2.1199 3.4252 0.5502
H: -0.9717 2.6398 1.2885
O: -1.9560 2.7235 1.0910
H: -0.0912 -1.3778 2.2017
H: -1.5050 -1.6293 1.6246
O: -0.6860 -2.0374 1.7954
H: 3.1778 0.3692 2.9118
H: 1.9298 -0.5121 0.8878
O: 2.6499 0.2594 2.2087
H: 1.5260 0.2197 -3.0928
H: 2.4828 -1.8644 0.4831
O: 1.8953 -1.2338 0.1528
H: 1.7061 -3.5348 -0.6965
H: 1.2304 -3.2673 0.7414
O: 1.8132 -3.8834 0.2295
H: 3.2032 0.1284 -0.4579
H: 3.2204 0.7842 0.9714
O: 3.6201 0.7834 -0.0233
H: -0.2302 -2.3365 -0.3121
H: -1.0875 -3.5493 -0.6620
O: -0.4480 -3.0423 -1.0475
H: 0.8861 2.8767 1.4773
H: 0.3330 2.1429 2.5735
O: 0.3696 3.0572 2.2750

Summary:
HOMO-LUMO gap = 8.11 eV
energy above the lowest of the compared OMol25 structures with the same formula, charge and spin = 86.8 kcal/mol
charge = -1

Results of the Löwdin charge analysis, in e, for atoms 1 through 5: -0.224 -0.101 -0.176 -0.237 -0.107

No. 6
A cluster of 11 separate species, C5H31NO11 in total at a distorted geometry, computed with ωB97M-V/def2-TZVPD.

Geometry (Å):
C: 0.0375 2.5995 -1.7279
C: -0.9694 1.4444 -1.9988
C: -2.4032 2.0038 -1.8505
C: -0.5745 0.7583 -3.2666
C: 0.4875 2.6923 -0.2165
N: -0.0930 1.8905 0.8102
O: 1.1934 3.5937 0.1549
H: 0.9336 2.2818 -2.2571
H: -0.3633 3.6081 -1.9260
H: -0.8896 0.7474 -1.1720
H: -2.5625 3.0370 -1.5658
H: -2.9108 2.0446 -2.8322
H: -2.9550 1.4451 -1.1252
H: -1.2929 0.5411 -4.0537
H: -0.1535 -0.2283 -3.0250
H: 0.1653 1.3156 -3.8703
H: -0.0123 2.2637 1.7366
H: -0.4190 0.9561 0.6405
H: 1.4080 -0.8695 3.0093
H: 1.4938 0.5317 2.3369
O: 1.8623 -0.3509 2.3392
H: -2.4215 -1.2544 -2.0531
H: -0.9306 -1.8703 -1.7026
O: -1.7641 -1.5070 -1.4042
H: -0.0382 -3.5368 1.9939
H: -0.5192 -2.7134 0.7385
O: 0.1451 -2.7766 1.4337
H: -2.7069 0.3419 1.8919
H: -1.9743 -0.9718 2.4010
O: -2.1892 -0.0543 2.5865
H: 1.2076 -0.1782 -0.1565
H: 1.5405 -1.5359 -0.7294
O: 0.8033 -0.8798 -0.6968
H: 2.8190 -1.6968 1.4536
H: 1.7698 -2.8411 1.1687
O: 2.7405 -2.6447 1.2362
H: -3.1226 -1.4930 -0.0304
H: -4.5480 -1.2168 0.2397
O: -3.7354 -1.4150 0.7301
H: 3.6992 -1.7720 -1.6802
H: 3.3536 -2.6422 -0.6247
O: 2.9798 -2.4026 -1.5091
H: 3.5760 0.9749 0.5363
H: 3.7724 -0.3636 1.3232
O: 4.0383 0.1267 0.5413
H: -0.6322 0.1355 3.7152
H: -0.0453 1.3730 4.3961
O: 0.2001 0.5083 4.0612

Summary:
HOMO-LUMO gap = 9.69 eV
SMILES string = CC(C)CC(N)=O.O.O.O.O.O.O.O.O.O.O
energy above the lowest of the compared OMol25 structures with the same formula, charge and spin = 54.6 kcal/mol
charge = 0

Results of the Löwdin charge analysis, in e, for atoms 1 through 5: -0.055 -0.426 -0.058 -0.089 -0.469

Total energy (computed, eV): -6686.51539; -7259.94742; -7259.77348; -59388.60163; -29683.80520; -29700.75591